No. 1
# C3H10N5

A 2-piece molecular cluster, C3H10N5 overall (ωB97M-V with the def2-TZVPD basis set, the Open Molecules 2025 dataset).

Values from the calculation:
Spin multiplicity   1
E_HOMO   -13.253 eV
Total charge   +1
Frontier orbital gap   10.181 eV
F_max   0.15478 Eh/bohr

XYZ file:
```
18
Properties=species:S:1:pos:R:3:forces:R:3
C -1.4725 -0.4824 -0.6546 1.1 2.2 -0.6
C -1.7484 0.7643 -1.4674 -1.0 1.8 -0.5
C 3.5836 0.2383 2.0632 3.1 -1.1 -2.6
N 0.7593 -1.7533 1.7380 -0.6 -3.5 0.8
N 1.6330 -1.0642 1.8469 -2.4 -3.1 0.0
N -2.0976 -1.5981 -0.9605 0.5 2.1 -0.1
N 2.2563 -0.1232 1.8974 1.6 6.6 -0.3
N -0.6210 -0.3606 0.3399 -5.0 -6.2 -0.3
H -0.8325 1.4068 -1.7389 -1.3 -1.2 0.7
H -2.4573 1.4055 -0.7934 1.4 -1.0 -1.2
H -2.3298 0.6252 -2.4374 0.8 -0.3 1.3
H 3.9702 1.1831 1.6004 -1.4 -0.5 0.6
H 3.8342 0.1646 3.0712 0.8 0.1 1.7
H 4.1573 -0.5190 1.4629 0.1 0.4 0.8
H -0.5895 -1.1310 1.0697 0.1 1.1 -1.4
H -2.7447 -1.4645 -1.7045 -0.7 -0.8 -0.3
H -2.0748 -2.3560 -0.3429 -0.2 -1.5 0.6
H -0.0677 0.3366 0.5518 3.0 4.9 0.7
```
Forces are in eV/Å.

No. 2
# C13H50N22O13

A 12-piece molecular cluster, C13H50N22O13 overall (ωB97M-V with the def2-TZVPD basis set, the Open Molecules 2025 dataset).

Values from the calculation:
Spin multiplicity   1
SMILES string   NC(N)=O.NC(N)=O.NC(N)=O.NC(N)=O.NC(N)=O.NC(N)=O.NC(N)=O.NC(N)=O.NC(N)=O.NC(N)=O.NC(N)=O.OCCO
E_HOMO   -8.922 eV
Frontier orbital gap   8.524 eV
F_max   0.08663 Eh/bohr

XYZ file:
```
98
Properties=species:S:1:pos:R:3:forces:R:3
N 28.7823 -5.0120 -4.5569 -0.3 0.1 -0.7
C 27.8113 -5.8639 -4.0997 1.5 -0.8 1.2
N 27.7673 -7.0406 -4.7944 -0.2 -0.3 -0.6
O 27.1668 -5.6259 -3.0885 -0.7 0.0 -0.5
H 29.4934 -5.4212 -5.1364 0.2 0.2 -0.1
H 28.9412 -4.1116 -4.1151 0.0 -0.3 0.3
H 28.3316 -7.2207 -5.6257 -0.1 0.3 0.3
H 27.1524 -7.7872 -4.5291 -0.2 0.3 0.4
N 35.4724 -2.4259 -5.7572 0.3 0.3 0.0
C 35.6275 -1.5788 -4.6968 -0.7 -0.2 -0.4
N 35.9684 -0.2932 -4.9741 0.2 -0.5 0.2
O 35.3331 -2.0035 -3.5887 0.8 0.2 0.6
H 35.3188 -3.3673 -5.4342 -0.1 -0.5 -0.2
H 35.8142 -2.2187 -6.6761 0.0 -0.1 0.0
H 35.8633 0.3845 -4.2408 0.1 0.1 -0.1
H 36.1887 -0.0403 -5.9176 -0.1 0.4 0.1
N 29.5521 1.9872 -4.9605 0.6 0.1 0.1
C 30.4996 1.2647 -4.2788 -0.1 -0.5 0.0
N 30.4987 1.5001 -2.9376 -0.6 0.2 -1.4
O 31.2211 0.4530 -4.8750 0.1 0.4 0.4
H 29.5528 1.8882 -5.9593 -0.2 0.0 0.0
H 28.7447 2.3515 -4.4837 -0.2 -0.1 -0.2
H 31.1919 1.0942 -2.3189 0.3 0.4 0.3
H 30.0492 2.3857 -2.7809 0.3 -0.1 1.0
N 27.7668 -0.4663 -5.5346 0.1 1.0 0.2
C 26.5893 0.0557 -5.0896 -0.8 -1.5 0.2
N 25.5425 -0.8246 -5.1934 -0.7 -0.1 -0.1
O 26.4366 1.1362 -4.5372 0.6 0.4 -0.1
H 27.8764 -1.3136 -6.0597 -0.1 -0.2 0.2
H 28.5810 0.0710 -5.2978 0.1 -0.2 -0.3
H 25.5333 -1.6926 -5.7000 0.5 0.0 -0.1
H 24.6296 -0.5461 -4.8821 0.2 0.4 0.0
N 25.3350 -4.4019 -5.1713 0.3 0.4 -1.4
C 25.4595 -4.1372 -6.5113 -0.6 0.2 0.0
N 26.7101 -4.3004 -7.0305 0.1 -0.1 0.8
O 24.5136 -3.7399 -7.1835 0.0 -0.1 -0.1
H 26.1038 -4.8218 -4.6792 -0.6 0.1 0.7
H 24.3976 -4.2955 -4.8336 0.1 -0.2 0.5
H 27.4426 -4.5328 -6.3757 0.3 0.0 -0.3
H 26.8544 -4.3343 -8.0203 0.0 0.1 0.0
N 30.4580 -4.8282 -10.7777 -0.5 2.4 -3.7
C 29.4820 -3.9473 -11.1608 -0.5 1.2 -0.8
N 28.2353 -4.4992 -11.3234 0.7 -0.4 0.2
O 29.6680 -2.7559 -11.3492 0.4 -0.4 0.3
H 30.2110 -5.7931 -10.8993 0.9 0.7 -3.9
H 31.4181 -4.5211 -10.7049 0.1 -0.2 0.2
H 27.4982 -3.9265 -11.6865 -0.1 0.0 0.0
H 28.1227 -5.4868 -11.1982 -0.5 0.2 -0.2
N 33.8503 -2.4374 -10.2946 -0.2 -0.9 0.3
C 33.8442 -3.6144 -9.6116 0.0 0.8 0.3
N 35.0446 -3.9860 -9.1040 0.2 -0.9 0.3
O 32.8151 -4.2628 -9.4052 0.4 0.0 -0.3
H 32.9482 -2.0237 -10.4616 0.2 0.3 -0.3
H 34.7353 -2.0157 -10.4949 -0.2 0.5 -0.2
H 35.8849 -3.4413 -9.1164 -0.1 0.2 -0.2
H 35.0620 -4.8233 -8.5443 -0.1 0.0 -0.1
N 27.9798 -6.4377 -8.7327 -0.1 0.1 0.8
C 29.2505 -6.6349 -8.2016 0.0 -1.3 -0.6
N 30.2587 -6.2120 -8.9822 -0.1 -2.6 3.4
O 29.3777 -7.2104 -7.1180 0.4 0.9 0.0
H 27.7734 -6.7780 -9.6568 0.0 -0.1 0.1
H 27.3305 -6.7106 -8.0059 -0.4 -0.1 -0.5
H 31.1849 -6.3529 -8.6210 0.2 -0.1 0.1
H 30.1693 -5.9120 -9.9343 -0.5 -0.5 4.4
N 35.3178 -6.1526 -2.8687 0.0 -0.4 -0.8
C 34.2743 -5.5554 -3.5216 0.0 1.5 1.1
N 33.0839 -5.6424 -2.8640 0.4 -0.2 -0.6
O 34.4506 -4.8390 -4.5042 -0.2 -0.8 -0.4
H 35.2704 -6.3715 -1.8921 0.1 0.0 0.0
H 36.1983 -6.0244 -3.3342 0.2 0.0 0.4
H 32.2953 -5.1827 -3.2839 -0.2 -0.1 0.2
H 32.9845 -6.3100 -2.1220 -0.4 0.0 -0.1
N 32.0787 -2.2163 -5.7486 -0.6 1.1 -0.3
C 30.8722 -2.5830 -6.2738 1.5 -1.8 0.8
N 30.9253 -3.4598 -7.3366 -0.8 -0.1 0.3
O 29.8208 -2.4167 -5.6658 -0.5 0.6 -0.7
H 32.0695 -1.3931 -5.1542 0.0 -0.3 -0.1
H 32.9365 -2.6866 -5.9704 0.0 0.1 -0.2
H 31.5817 -3.5700 -8.1005 0.2 0.2 0.6
H 30.2203 -4.1679 -7.2161 -0.2 0.1 -0.7
N 34.1972 -0.8101 -0.8222 0.4 -0.2 1.1
C 33.3192 -0.1013 -1.5706 -0.3 0.7 -1.6
N 33.2369 -0.5087 -2.8613 -0.2 -0.5 -0.6
O 32.6819 0.8730 -1.1643 0.0 -0.2 0.6
H 34.8742 -1.4314 -1.2308 -0.1 0.0 -0.4
H 34.4596 -0.3974 0.0566 -0.2 0.0 0.0
H 33.7392 -1.3500 -3.1381 -0.2 0.4 0.2
H 32.6278 -0.0864 -3.5701 0.0 0.0 0.8
O 29.2172 -2.5963 0.0884 -0.2 0.5 0.0
C 29.6686 -1.5573 -0.8224 -0.7 -0.8 1.1
C 28.8450 -1.5937 -2.0798 0.8 0.0 -1.3
O 29.5185 -2.4515 -3.0111 -0.1 -0.6 0.4
H 29.5455 -2.3368 0.9536 0.0 -0.2 0.1
H 29.5291 -0.5764 -0.3565 0.2 0.0 0.1
H 30.7193 -1.8091 -0.9639 0.1 0.7 -0.7
H 28.8190 -0.5911 -2.5124 0.0 0.1 0.1
H 27.8094 -1.9086 -1.9417 0.1 -0.2 0.4
H 29.3889 -2.2120 -3.9383 0.0 0.5 0.0
```
Forces are in eV/Å.

No. 3
# C22H15Cl5N4O

An isolated molecule of C22H15Cl5N4O (ωB97M-V with the def2-TZVPD basis set, the Open Molecules 2025 dataset).

Values from the calculation:
Spin multiplicity   1
SMILES string   Cc1c(C(=O)NCc2ccc(Cl)c(Cl)c2)nn(-c2c(Cl)cc(Cl)cc2Cl)c1-n1cccc1
E_HOMO   -8.621 eV
Frontier orbital gap   8.462 eV
F_max   0.11458 Eh/bohr

XYZ file:
```
47
Properties=species:S:1:pos:R:3:forces:R:3
C -1.3381 -2.6953 -2.0101 -2.9 -2.2 1.5
C -0.3520 -1.9730 -1.2368 -0.1 1.2 0.6
C 0.3913 -0.7080 -1.6292 -2.6 -5.3 0.2
C 0.7061 -0.0974 -2.9337 0.3 2.5 -2.9
O 0.3178 -0.3727 -4.0721 -0.7 -1.0 2.0
N 1.4888 1.0572 -2.8689 1.4 0.3 1.5
C 1.2264 2.3335 -3.5370 0.0 -0.1 0.2
C 0.3487 3.2705 -2.6995 -3.5 0.9 -2.4
C -1.0117 3.5767 -3.2274 3.4 -0.6 2.4
C -1.7959 4.5251 -2.6295 -0.3 -0.1 -1.0
C -1.2688 5.2303 -1.5901 0.9 1.0 1.5
Cl -2.1469 6.4005 -0.7208 -1.1 0.6 0.0
C 0.0209 5.0358 -1.1364 0.3 0.2 1.5
Cl 0.6788 5.9481 0.2441 -0.3 -0.5 -0.9
C 0.8024 4.0413 -1.6477 0.7 -1.2 -1.6
N 0.8069 -0.2409 -0.5361 2.9 2.0 3.7
N 0.4996 -1.0404 0.5085 0.7 0.2 2.2
C 1.0898 -0.8657 1.8532 -0.7 0.6 -0.5
C 1.8683 -1.8469 2.5092 0.2 0.5 -0.8
Cl 2.7536 -3.2038 1.7293 -1.3 1.2 0.2
C 2.1916 -1.6620 3.8538 1.1 -0.5 -0.8
C 1.8510 -0.5401 4.5373 -0.2 0.1 0.4
Cl 2.3270 -0.4056 6.2087 -0.2 0.2 -0.5
C 1.1666 0.4630 3.8787 -0.4 1.6 2.7
C 0.7588 0.3186 2.6217 -0.4 -1.1 -3.7
Cl -0.1116 1.6609 1.8394 0.5 -1.0 0.5
C -0.3157 -2.0969 0.1701 0.0 0.3 -2.0
N -1.0637 -2.9496 1.1177 1.5 -0.8 -2.1
C -1.3137 -4.3516 0.9762 -0.1 -0.6 -0.1
C -1.8444 -4.7777 2.1893 0.7 -0.4 -1.8
C -1.9655 -3.7062 3.0526 -0.2 2.3 1.7
C -1.4173 -2.6120 2.3943 -0.7 1.5 0.9
H -1.0298 -3.7698 -2.2375 -0.6 1.5 -0.2
H -1.7949 -2.1266 -2.7998 0.5 -0.1 -0.9
H -2.2821 -2.7600 -1.2745 1.8 -0.4 -1.4
H 2.1568 1.1527 -2.1017 -0.8 -0.2 0.0
H 2.1222 2.9252 -3.7431 0.6 -0.6 0.5
H 0.9111 2.1463 -4.5650 -0.9 0.0 0.3
H -1.3309 2.9646 -3.9985 -0.8 -0.8 -1.6
H -2.7660 4.8138 -3.0197 0.0 -0.3 0.1
H 1.8290 3.8710 -1.4017 0.4 0.3 0.8
H 2.9617 -2.2843 4.2575 -0.1 -0.7 0.4
H 0.8670 1.3844 4.3910 0.3 -0.4 0.0
H -1.2015 -5.0368 0.0664 0.2 1.8 1.3
H -2.0037 -5.7974 2.4481 -0.5 -0.5 -0.1
H -2.4751 -3.6543 4.0750 1.1 -0.2 -1.7
H -1.3131 -1.5445 2.6948 -0.2 -1.2 -0.1
```
Forces are in eV/Å.

No. 4
# C3H8N2O

A 2-piece molecular cluster, C3H8N2O overall (ωB97M-V with the def2-TZVPD basis set, the Open Molecules 2025 dataset).

Values from the calculation:
Spin multiplicity   1
SMILES string   [H]/N=C\NO.C=C
E_HOMO   -9.057 eV
Frontier orbital gap   9.864 eV
F_max   0.07879 Eh/bohr

XYZ file:
```
14
Properties=species:S:1:pos:R:3:forces:R:3
H -1.9482 -1.2166 0.3131 0.2 -1.0 0.4
N -1.6253 -0.6200 1.0672 -0.1 1.6 -1.7
C -0.3991 -0.2816 0.9392 0.2 -1.0 3.9
N 0.6971 -1.1619 0.8208 -0.2 0.1 -1.2
O 0.5374 -2.1194 -0.2177 0.1 0.0 0.2
H -0.0431 0.6084 1.5217 -0.3 -0.8 -0.4
H 1.5847 -0.6926 0.6735 -0.1 0.0 -0.2
H 0.4044 -2.9654 0.2346 0.0 0.3 0.0
C -0.2198 0.8803 -1.1604 1.1 2.4 -0.8
C 0.4826 1.8415 -0.5096 -0.8 -1.0 -1.4
H -1.2851 0.9782 -1.2851 -0.2 -0.3 0.5
H 0.2705 0.2246 -1.8674 0.1 -0.3 0.3
H -0.0120 2.5985 0.0742 -0.1 0.1 0.1
H 1.5560 1.9259 -0.6042 0.1 -0.2 0.2
```
Forces are in eV/Å.

No. 5
# C4H4N2O2

C4H4N2O2 as an isolated structure (ωB97M-V with the def2-TZVPD basis set, the Open Molecules 2025 dataset).

Values from the calculation:
Spin multiplicity   1
E_HOMO   -10.186 eV
Frontier orbital gap   10.727 eV
F_max   0.06300 Eh/bohr

XYZ file:
```
12
Properties=species:S:1:pos:R:3:forces:R:3
C -0.4894 0.2685 1.4358 1.5 0.0 -2.2
C 0.8725 -0.1542 0.0098 -0.3 -1.9 -2.2
C 0.9618 -0.9439 -1.4187 0.3 1.5 -0.2
C -0.5845 0.0289 -0.0972 0.5 3.1 -0.8
H 1.3402 0.8071 -0.2828 0.3 -0.4 1.0
H 1.5609 -1.6883 -1.9623 0.2 0.3 1.0
H -1.5128 0.5468 -1.9604 1.8 0.9 1.3
H -1.1634 -0.8277 -0.1010 -0.8 -2.3 -0.5
N 0.2414 -0.2174 -2.2192 -0.1 -0.7 2.0
N -0.5815 0.7043 -1.4301 -2.8 -0.8 -1.3
O -1.0325 0.7182 2.3458 -1.5 0.9 2.0
O 0.7317 -0.3986 1.4384 1.0 -0.3 -0.1
```
Forces are in eV/Å.

No. 6
# C4H5N3S

An isolated molecule of C4H5N3S (ωB97M-V with the def2-TZVPD basis set, the Open Molecules 2025 dataset).

Values from the calculation:
Spin multiplicity   1
SMILES string   C#C/C(=N\N)SN=C
E_HOMO   -8.430 eV
Frontier orbital gap   8.922 eV
F_max   0.04717 Eh/bohr

XYZ file:
```
13
Properties=species:S:1:pos:R:3:forces:R:3
C 1.0645 2.0425 -0.3258 0.2 0.1 -0.3
C 0.8181 0.8636 -0.1673 0.1 1.8 -0.2
C 0.4834 -0.5173 -0.0715 2.2 -1.1 -0.2
N 1.3938 -1.4504 0.0636 -0.5 1.3 0.2
N 2.7009 -1.0537 0.0517 -0.2 2.3 -0.1
S -1.0571 -1.0458 -0.6252 -0.7 -0.3 0.2
N -2.0170 -0.1061 0.4200 -0.4 -0.2 -0.5
C -3.2640 -0.1151 0.1923 -0.6 -0.1 -1.0
H 1.3262 3.0932 -0.5762 -0.4 -1.5 0.5
H 3.2765 -1.5628 0.6618 0.5 -1.5 0.6
H 2.9320 -0.0419 0.2467 -0.9 -1.1 -0.5
H -3.8032 -0.6821 -0.6597 0.9 0.7 1.3
H -3.8541 0.5760 0.7898 -0.2 -0.3 0.1
```
Forces are in eV/Å.

Copy entry 5 word for word.
# C4H4N2O2

C4H4N2O2 as an isolated structure (ωB97M-V with the def2-TZVPD basis set, the Open Molecules 2025 dataset).

Values from the calculation:
Spin multiplicity   1
E_HOMO   -10.186 eV
Frontier orbital gap   10.727 eV
F_max   0.06300 Eh/bohr

XYZ file:
```
12
Properties=species:S:1:pos:R:3:forces:R:3
C -0.4894 0.2685 1.4358 1.5 0.0 -2.2
C 0.8725 -0.1542 0.0098 -0.3 -1.9 -2.2
C 0.9618 -0.9439 -1.4187 0.3 1.5 -0.2
C -0.5845 0.0289 -0.0972 0.5 3.1 -0.8
H 1.3402 0.8071 -0.2828 0.3 -0.4 1.0
H 1.5609 -1.6883 -1.9623 0.2 0.3 1.0
H -1.5128 0.5468 -1.9604 1.8 0.9 1.3
H -1.1634 -0.8277 -0.1010 -0.8 -2.3 -0.5
N 0.2414 -0.2174 -2.2192 -0.1 -0.7 2.0
N -0.5815 0.7043 -1.4301 -2.8 -0.8 -1.3
O -1.0325 0.7182 2.3458 -1.5 0.9 2.0
O 0.7317 -0.3986 1.4384 1.0 -0.3 -0.1
```
Forces are in eV/Å.